This record from the OMol25 dataset describes an isolated molecule of C8H8FOP at a distorted geometry. The level of theory is ωB97M-V with the def2-TZVPD basis set.

Structure (XYZ):
```
19
C8H8FOP | the OMol25 dataset | ωB97M-V with the def2-TZVPD basis set
P -0.55140 -1.30265 -0.68275
F -2.95501 1.60060 0.69186
O 3.55980 0.55601 0.56560
C 2.64005 1.26185 0.26410
C 0.34188 1.87491 -0.71313
C -0.42571 -2.82911 0.29053
C -1.93465 0.95966 0.06565
C -1.81854 -0.36652 0.20983
C -1.00456 1.86925 -0.63123
C 1.30738 0.85164 -0.25228
C 1.02361 -0.47366 -0.28475
H 1.70051 -1.30861 -0.14935
H -0.21871 -2.67143 1.42858
H 0.16500 -3.59677 -0.10348
H -2.52796 -0.85847 0.71473
H -1.46285 2.62577 -1.09260
H 0.70168 2.75178 -1.20984
H -1.32937 -3.38480 0.38165
H 2.78887 2.44054 0.50688
```

Calculated values
- LUMO energy (eV) = -0.5589
- molecular weight (g mol⁻¹) = 170.12
- frontier orbital gap (eV) = 7.5
- highest occupied orbital energy (eV) = -8.105
- SMILES = CP1C=C(F)C=CC(C=O)=C1

Atomic partial charges in e from the Mulliken method, atoms 1 to 6: atom 1 (P): -0.034, atom 2 (F): -0.282, atom 3 (O): -0.447, atom 4 (C): -0.086, atom 5 (C): -0.437, atom 6 (C): -1.219

This record from the OMol25 dataset describes a cluster of 2 separate species, C3H7FOS in total at a distorted geometry. The level of theory is ωB97M-V with the def2-TZVPD basis set.

Structure (XYZ):
```
13
C3H7FOS | the OMol25 dataset | ωB97M-V with the def2-TZVPD basis set
S -1.15882 0.04486 -0.09561
F 3.74015 -0.93973 -0.25591
O 1.83222 0.18002 1.77848
C 2.87583 0.16772 -0.37203
C 2.24251 0.77502 0.80730
C -1.96778 1.64321 0.19957
H -2.37814 1.95357 -0.66522
H -2.65253 1.64862 1.03120
H 1.92555 -0.25337 -0.90442
H 3.26067 0.89032 -1.09446
H 2.01316 1.75680 0.67718
H -1.06700 2.36150 0.38891
H -2.39517 -0.36111 -0.42800
```

Calculated values
- LUMO energy (eV) = 0.4260
- molecular weight (g mol⁻¹) = 110.15
- frontier orbital gap (eV) = 9.7
- highest occupied orbital energy (eV) = -9.285
- energy relative to the best compared isomer or geometry (same formula, charge and spin) (kcal/mol) = 47.1
- SMILES = O=CCF.CS

Atomic partial charges in e from the Mulliken method, atoms 1 to 6: atom 1 (S): -0.155, atom 2 (F): -0.265, atom 3 (O): -0.442, atom 4 (C): 0.000, atom 5 (C): -0.122, atom 6 (C): -0.765

This record from the OMol25 dataset describes a structure of composition C49H109N7O6 at a distorted geometry. The level of theory is ωB97M-V with the def2-TZVPD basis set.

Structure (XYZ):
```
171
C49H109N7O6 | the OMol25 dataset | ωB97M-V with the def2-TZVPD basis set
O 0.85116 -4.09011 3.02403
O 1.99947 -2.53590 3.69466
O -0.57434 0.94304 0.41197
O 0.83708 -0.26248 -0.76099
O 2.67318 -4.47061 4.32350
O 0.00159 -0.97411 1.07573
N -0.22766 4.07168 6.41390
N -1.77283 5.14503 0.24406
N 0.08281 -0.10804 0.21312
N -3.12917 0.06749 -4.78660
N 6.39419 -2.16694 -4.67198
N 1.44233 -4.34053 -0.95386
N -2.91396 -2.13036 3.01416
C -0.22947 4.88848 0.23620
C -0.42758 -5.57160 -0.15201
C 1.58496 -4.45479 -2.52025
C -0.05125 2.06914 -3.30985
C 4.69653 -0.52254 -3.64082
C 7.37705 -3.31220 -4.29303
C 1.04164 -3.03594 -4.69355
C -2.83236 -3.11575 1.80311
C -2.60310 -1.37748 -5.07081
C -5.08281 -3.27312 2.85119
C 5.58440 -2.80889 -5.80486
C -2.03371 1.18248 -4.65408
C -2.39528 4.27863 -0.89053
C 8.56755 -1.92200 -5.80624
C -2.49407 3.35089 2.00104
C -2.23066 5.06560 -2.19904
C 0.35339 6.30506 7.32083
C -2.05448 6.59517 -0.23454
C 1.86837 -3.79854 3.64345
C 0.63395 -6.57053 -0.56251
C -4.12014 0.01969 -3.56381
C -3.99115 0.31684 -6.00204
C -4.24651 -3.49530 1.57340
C 1.83702 -5.72749 -0.39760
C 3.92352 -0.25897 -2.32623
C 0.05905 -4.13058 -0.28501
C -2.37604 4.84682 1.63628
C -0.32412 3.40083 5.08598
C -1.28126 1.16797 -3.29211
C -3.35321 3.30597 3.25566
C 0.04997 3.03263 7.48266
C 1.18237 2.31101 3.26191
C -3.13265 -0.67198 2.52141
C -1.94250 -1.36662 5.30277
C -0.74036 -1.18979 6.24290
C -3.76105 -2.08060 -5.68547
C 0.77907 5.22082 6.40794
C -1.51350 4.85911 6.72939
C -1.66600 -2.08205 3.93309
C 8.47490 -3.40925 -5.29760
C 1.05127 2.76374 4.69847
C 0.85496 -3.22499 -3.18625
C -4.14507 -2.69069 3.82267
C 5.48177 -1.84496 -3.43064
C -4.52110 -1.10804 -6.56078
C -1.16746 6.14610 7.45598
C 2.47751 -3.36186 -0.45608
C -2.50708 6.53930 -1.67771
C 7.33127 -1.08957 -5.25494
H -0.26636 3.11562 -3.52599
H -2.47401 2.15757 -4.86254
H -3.51168 -3.00276 -6.21041
H 0.78119 5.61501 5.39172
H 6.75211 -4.16463 -4.02677
H -3.40384 5.20886 1.66188
H 0.17586 -3.57778 0.64711
H -4.38690 -4.40398 0.98801
H 5.28940 -3.78232 -5.41307
H 0.03176 -0.54858 5.81771
H -0.72368 4.16338 4.41742
H 0.91897 6.15911 8.24111
H -5.60905 -4.15998 3.20425
H 0.11230 5.56672 1.01806
H -3.69709 -3.44008 4.47522
H 4.82705 -2.65900 -3.11952
H 1.00419 2.52044 7.35934
H -1.46097 -3.13547 4.12383
H -3.58457 -0.43064 -2.72806
H 8.49283 -1.98354 -6.89194
H -2.34334 -2.51950 1.03275
H -0.50303 -3.39100 -0.85526
H 0.22246 5.07570 -0.73786
H 7.75567 -2.99176 -3.32243
H -0.34754 -2.19160 6.41658
H -4.50616 -2.76481 0.80719
H 0.55714 1.43607 3.08399
H 2.65868 -4.54848 -2.68290
H 6.15567 -3.00850 -6.71146
H 3.51077 -3.58826 -0.71920
H -2.20063 -0.16401 2.27364
H 9.46041 -1.44172 -5.40594
H 0.61043 7.31006 6.98615
H -2.22215 4.25050 7.29111
H -0.92693 0.16323 -3.06179
H -1.39093 0.98617 -5.51221
H -1.78953 -1.17097 -5.76619
H -2.31155 -0.34942 5.17169
H -2.91072 4.79148 -3.00555
H 1.33243 1.86892 5.25375
H -2.21398 -1.88281 -4.18688
H 6.15185 -1.77827 -2.57353
H -4.98798 -0.57044 -3.85826
H -1.90104 7.19797 -2.29975
H 2.36886 -3.33272 0.62810
H 1.93416 3.39638 4.78998
H -4.45188 -2.29159 -4.86918
H 6.78328 -0.47792 -5.97166
H -1.37715 -5.67105 -0.67787
H -1.96765 3.27604 -0.88365
H 0.39207 -2.17382 -4.84494
H -0.73201 2.28247 7.60047
H 2.05590 -2.85761 -5.05070
H 2.72958 -6.18362 -0.82585
H -3.45258 4.31686 -0.62829
H -3.74338 -0.16197 3.26639
H -4.30752 1.08085 -3.39967
H -2.10369 -3.79973 2.23821
H 0.97735 3.17994 2.63658
H -1.29785 6.14963 8.53815
H -0.59268 -5.76120 0.90861
H 4.46398 -0.02685 -1.40856
H -1.79862 5.39734 2.37899
H 1.78412 4.85028 6.60966
H -3.39995 0.78711 -6.78780
H 9.44744 -3.79260 -4.98890
H 7.65658 -0.47931 -4.41241
H 1.12958 -2.35743 -2.58624
H 2.12021 -5.51962 0.63423
H -0.75110 -1.66464 3.51258
H -2.70416 -1.88160 5.88824
H -4.29005 3.81401 3.02686
H 1.39604 -2.66673 2.95956
H 8.10645 -4.07921 -6.07446
H -2.01527 5.08325 5.78806
H -0.20597 -3.41848 -3.02790
H 3.93991 -0.64928 -4.41513
H -5.87588 -2.52726 2.79802
H -0.98964 -0.67812 7.17250
H -4.76680 1.03792 -5.74412
H 0.48532 2.01029 -2.36289
H 0.42122 -6.88478 -1.58433
H -1.02940 2.60747 5.33349
H -3.48635 2.26360 3.54521
H 0.52002 -7.48381 0.02149
H -1.48496 3.12993 2.34884
H -3.66411 -0.73890 1.57210
H -5.60504 -1.18082 -6.64970
H -0.07893 3.84546 0.51466
H 2.20381 1.96304 3.10801
H 3.24159 -1.06086 -2.04328
H 1.11521 -5.38699 -2.83400
H -1.17412 7.17350 0.04579
H 0.11131 3.61717 8.40062
H -3.58813 6.61778 -1.79293
H 5.27900 0.36521 -3.88724
H -1.86318 1.68430 -2.52864
H 0.65670 1.61864 -4.00551
H -2.87203 3.87213 4.05317
H 3.23928 0.56804 -2.51588
H -1.21533 4.86281 -2.53976
H 0.59700 -3.89540 -5.19527
H -2.92164 6.86447 0.36847
H -4.14442 -1.12117 -7.58353
H 4.69928 -2.18374 -5.92256
H -4.41839 -1.87684 4.49425
H 2.18541 -2.36787 -0.79484
H -1.73687 6.97944 7.04439
H -2.71189 2.68338 1.16733
```

Calculated values
- LUMO energy (eV) = -7.4181
- molecular weight (g mol⁻¹) = 892.45
- frontier orbital gap (eV) = 5.6
- net charge = +4
- highest occupied orbital energy (eV) = -13.037
- energy relative to the best compared isomer or geometry (same formula, charge and spin) (kcal/mol) = 47.0

Atomic partial charges in e from the Mulliken method, atoms 1 to 6: atom 1 (O): -0.653, atom 2 (O): -0.567, atom 3 (O): -0.338, atom 4 (O): -0.532, atom 5 (O): -0.804, atom 6 (O): -0.638

Question: Which formula does entry 1 have?
Answer: C8H8FOP